1.
Computed, not measured: a 16-piece molecular cluster, H34NO15 overall at a distorted geometry, with the ωB97M-V functional and the def2-TZVPD basis.

Summary:
Gap between HOMO and LUMO = 9.781 eV
Multiplicity = 1
Energy above the lowest of the compared OMol25 structures with the same formula, charge and spin = 99.6 kJ/mol
Total charge = +1

Atoms and positions in Å:
N (0.0660, 0.0069, -0.2082)
H (-0.6821, 0.4969, -0.6629)
H (0.2394, -0.8238, -0.6621)
H (-0.3394, -0.2152, 0.7137)
H (0.8950, 0.5788, -0.1485)
O (0.7402, 0.1825, -2.9725)
H (1.1348, 0.4344, -3.7840)
H (0.3353, 1.0361, -2.6931)
O (3.1878, -0.7773, -0.4360)
H (4.1251, -0.9308, -0.2505)
H (3.0426, -1.4673, -1.0703)
O (1.3677, -2.4506, 1.4408)
H (1.5815, -2.9939, 2.2001)
H (0.4612, -2.6891, 1.2589)
O (-1.9531, -1.0217, -2.2657)
H (-2.2016, -1.9396, -2.1445)
H (-2.6706, -0.5326, -1.9182)
O (3.6747, 1.4102, -1.6599)
H (3.5982, 0.9746, -2.5137)
H (3.5003, 0.6736, -1.0357)
O (0.9410, -0.2610, 3.3346)
H (0.0922, -0.6568, 3.6083)
H (1.1721, -0.9502, 2.7561)
O (-1.3827, -2.5452, 0.7676)
H (-2.1322, -2.8683, 1.2773)
H (-1.3216, -3.3037, 0.1865)
O (1.6302, 2.9908, -0.7842)
H (2.2752, 2.3263, -0.8717)
H (1.7236, 3.1551, 0.1370)
O (2.1783, 1.7967, 1.6519)
H (1.7651, 1.5393, 2.4489)
H (2.9869, 1.2774, 1.6132)
O (-1.8568, -0.7840, 3.6813)
H (-2.5320, -1.0724, 4.3043)
H (-2.3449, -0.6821, 2.8478)
O (-0.6378, 2.5741, 1.1721)
H (-1.1029, 2.5531, 1.9901)
H (0.2549, 2.8727, 1.5034)
O (-3.0154, 0.0463, 1.4750)
H (-2.9536, 0.9664, 1.2596)
H (-3.4846, -0.3935, 0.7614)
O (-0.9312, 2.2152, -2.5075)
H (-1.6570, 1.5922, -2.8016)
H (-1.2797, 2.6425, -1.7829)
O (-3.2496, 1.2658, -1.4906)
H (-3.4314, 1.8492, -0.7460)
H (-4.1573, 1.1655, -1.7878)
O (0.6444, -3.2447, -1.3599)
H (1.5170, -2.9766, -1.6523)
H (0.1867, -3.0422, -2.1796)

=====

2.
Computed, not measured: a 17-piece molecular cluster, H34O17 overall at a distorted geometry, with the ωB97M-V functional and the def2-TZVPD basis.

Summary:
Gap between HOMO and LUMO = 10.604 eV
Multiplicity = 1
Energy above the lowest of the compared OMol25 structures with the same formula, charge and spin = 302.7 kJ/mol

Atoms and positions in Å:
O (-2.9495, 0.4965, 2.2989)
H (-2.0282, 0.3130, 2.5433)
H (-2.8547, 0.7989, 1.3955)
O (-2.9066, -3.8895, 3.1473)
H (-2.7161, -3.0405, 2.7341)
H (-2.0161, -4.1887, 3.3553)
O (-4.6039, 2.5488, 1.9574)
H (-5.5492, 2.4813, 2.1626)
H (-4.3429, 1.7619, 2.4830)
O (-0.2894, 0.8325, 1.8279)
H (0.1753, 0.8810, 1.0077)
H (0.0311, 0.2157, 2.4877)
O (1.5782, 0.2343, -0.9409)
H (1.9494, 0.9151, -1.5044)
H (1.7786, -0.6626, -1.3181)
O (2.4170, 0.4441, 3.5470)
H (1.9908, -0.3259, 3.1655)
H (3.3687, 0.3196, 3.5394)
O (-1.5689, -2.2993, 0.9624)
H (-2.0519, -2.0472, 0.1641)
H (-0.8954, -1.6096, 0.8356)
O (3.1640, -3.8588, -0.6832)
H (2.9699, -4.2962, -1.5079)
H (2.4415, -3.5553, -0.1392)
O (-0.1357, -0.0502, 4.8823)
H (-0.3508, -0.5786, 5.6605)
H (0.7981, 0.1439, 5.0588)
O (-0.5403, -0.7252, -3.7136)
H (-0.4650, 0.1863, -3.4247)
H (-1.3072, -0.9893, -3.1738)
O (5.0008, 2.9197, -1.0508)
H (4.9138, 2.0548, -0.6557)
H (4.2389, 3.3114, -1.4708)
O (-4.5212, 2.4671, -1.6716)
H (-5.1182, 2.0816, -1.0237)
H (-4.5090, 3.3998, -1.4357)
O (3.8819, -0.8824, 0.8625)
H (4.7957, -0.9558, 0.5759)
H (3.3455, -0.8346, 0.0644)
O (1.1687, -1.9792, -2.2657)
H (0.8090, -1.2741, -2.8526)
H (1.9554, -2.3713, -2.6550)
O (1.9264, 0.4099, -4.3937)
H (1.7650, 1.3242, -4.1937)
H (1.2636, 0.0749, -4.9832)
O (1.2519, 5.0305, -1.7639)
H (0.8603, 4.2943, -1.2853)
H (0.5773, 5.3379, -2.3757)
O (-2.6328, -1.4186, -2.1967)
H (-3.5309, -1.3741, -2.5298)
H (-2.5329, -2.0720, -1.5099)

=====

3.
Computed, not measured: a 17-piece molecular cluster, H34O17 overall at a distorted geometry, with the ωB97M-V functional and the def2-TZVPD basis.

Summary:
Gap between HOMO and LUMO (spin up / spin down) = 10.270 / 2.289 eV
Expectation value of S² = 0.76
Multiplicity = 2
Energy above the lowest of the compared OMol25 structures with the same formula, charge and spin = 154.5 kJ/mol
Total charge = +1

Atoms and positions in Å:
O (-2.9091, -1.3653, -0.5497)
H (-3.6922, -0.8325, -0.3490)
H (-2.6317, -1.6937, 0.3501)
O (-3.2654, 3.2217, 1.6743)
H (-3.7977, 3.9305, 2.0658)
H (-3.9202, 2.5936, 1.3673)
O (0.3172, -0.4954, -4.0719)
H (0.4170, -0.8630, -3.2040)
H (0.8776, -0.6686, -4.8218)
O (2.9101, 0.1420, 2.0587)
H (2.0593, 0.2473, 2.4844)
H (2.8094, -0.5188, 1.3782)
O (-3.9619, 0.9042, -1.2069)
H (-4.5721, 1.0960, -1.9500)
H (-3.2694, 0.5604, -1.8199)
O (-2.0308, -0.3527, 2.7214)
H (-2.9384, -0.6220, 2.9331)
H (-2.1841, 0.6015, 2.6102)
O (-1.6702, -5.7656, 0.2835)
H (-2.4763, -5.3144, -0.0148)
H (-1.0377, -5.0346, 0.4814)
O (1.9001, -1.5356, -1.8524)
H (2.6235, -1.3185, -1.2128)
H (1.9858, -0.7278, -2.3702)
O (-0.9879, 2.3414, -4.4066)
H (-0.5497, 1.9149, -3.6553)
H (-1.7304, 1.8026, -4.6818)
O (3.4154, -2.9878, 0.4679)
H (3.7967, -3.8888, 0.4729)
H (3.8927, -2.5372, 1.1896)
O (5.1267, 0.6938, -0.9921)
H (4.9540, 1.5876, -0.6867)
H (4.3300, 0.2243, -0.7475)
O (-1.0494, -3.0532, -0.2374)
H (-1.2577, -2.9985, -1.1754)
H (-0.1378, -2.7388, -0.0740)
O (0.3029, 5.1546, 1.7805)
H (0.4839, 5.0364, 2.7213)
H (1.0366, 4.8608, 1.2391)
O (-0.2116, 2.1112, 2.6980)
H (-1.0357, 2.5725, 2.4962)
H (0.3815, 2.7187, 2.2246)
O (1.5911, -2.0281, 2.8078)
H (0.7727, -2.0566, 2.3196)
H (1.8501, -2.8539, 3.2084)
O (2.7732, 3.0005, 0.4765)
H (2.8507, 2.1500, 0.9422)
H (1.8747, 2.8378, 0.1482)
O (-1.3132, 0.3005, -1.8165)
H (-1.4878, -0.2125, -1.0194)
H (-1.2147, -0.1411, -2.6853)

=====

Repeat the second record exactly.
Computed, not measured: a 17-piece molecular cluster, H34O17 overall at a distorted geometry, with the ωB97M-V functional and the def2-TZVPD basis.

Summary:
Gap between HOMO and LUMO = 10.604 eV
Multiplicity = 1
Energy above the lowest of the compared OMol25 structures with the same formula, charge and spin = 302.7 kJ/mol

Atoms and positions in Å:
O (-2.9495, 0.4965, 2.2989)
H (-2.0282, 0.3130, 2.5433)
H (-2.8547, 0.7989, 1.3955)
O (-2.9066, -3.8895, 3.1473)
H (-2.7161, -3.0405, 2.7341)
H (-2.0161, -4.1887, 3.3553)
O (-4.6039, 2.5488, 1.9574)
H (-5.5492, 2.4813, 2.1626)
H (-4.3429, 1.7619, 2.4830)
O (-0.2894, 0.8325, 1.8279)
H (0.1753, 0.8810, 1.0077)
H (0.0311, 0.2157, 2.4877)
O (1.5782, 0.2343, -0.9409)
H (1.9494, 0.9151, -1.5044)
H (1.7786, -0.6626, -1.3181)
O (2.4170, 0.4441, 3.5470)
H (1.9908, -0.3259, 3.1655)
H (3.3687, 0.3196, 3.5394)
O (-1.5689, -2.2993, 0.9624)
H (-2.0519, -2.0472, 0.1641)
H (-0.8954, -1.6096, 0.8356)
O (3.1640, -3.8588, -0.6832)
H (2.9699, -4.2962, -1.5079)
H (2.4415, -3.5553, -0.1392)
O (-0.1357, -0.0502, 4.8823)
H (-0.3508, -0.5786, 5.6605)
H (0.7981, 0.1439, 5.0588)
O (-0.5403, -0.7252, -3.7136)
H (-0.4650, 0.1863, -3.4247)
H (-1.3072, -0.9893, -3.1738)
O (5.0008, 2.9197, -1.0508)
H (4.9138, 2.0548, -0.6557)
H (4.2389, 3.3114, -1.4708)
O (-4.5212, 2.4671, -1.6716)
H (-5.1182, 2.0816, -1.0237)
H (-4.5090, 3.3998, -1.4357)
O (3.8819, -0.8824, 0.8625)
H (4.7957, -0.9558, 0.5759)
H (3.3455, -0.8346, 0.0644)
O (1.1687, -1.9792, -2.2657)
H (0.8090, -1.2741, -2.8526)
H (1.9554, -2.3713, -2.6550)
O (1.9264, 0.4099, -4.3937)
H (1.7650, 1.3242, -4.1937)
H (1.2636, 0.0749, -4.9832)
O (1.2519, 5.0305, -1.7639)
H (0.8603, 4.2943, -1.2853)
H (0.5773, 5.3379, -2.3757)
O (-2.6328, -1.4186, -2.1967)
H (-3.5309, -1.3741, -2.5298)
H (-2.5329, -2.0720, -1.5099)

=====

The highest energy above the lowest of the compared OMol25 structures with the same formula, charge and spin belongs to which entry?
number 2